{
  "formula": "C7H14Cl3Li2O10S2",
  "method": "the ωB97M-V functional and the def2-TZVPD basis",
  "orbital_gap_ev": 3.521,
  "lumo_energy_ev": 1.937,
  "homo_energy_ha": -0.058,
  "e_tot_ha": -3219.49596,
  "max_force_ev_per_a": 5.72,
  "charge": -1,
  "elements": ["Li", "Li", "Cl", "O", "C", "C", "O", "H", "H", "H", "H", "C", "C", "O", "S", "O", "O", "O", "H", "H", "H", "H", "C", "C", "O", "S", "O", "O", "O", "H", "H", "H", "H", "C", "Cl", "Cl", "H", "H"],
  "xyz": [[2.0979, -5.8412, -3.5866], [1.4937, -8.5461, -2.7054], [0.5006, -7.2427, -4.6571], [2.2880, -5.0966, 0.8464], [3.1831, -4.8660, -0.1875], [3.3346, -5.9315, -1.3870], [2.2744, -6.8468, -1.7958], [4.1721, -4.6069, 0.1906], [2.8800, -3.9310, -0.6585], [4.2787, -6.4641, -1.2725], [3.4910, -5.3704, -2.3083], [5.6603, -2.7329, -3.9761], [5.9926, -3.7162, -5.1943], [4.9502, -3.4981, -6.1201], [3.5362, -2.9373, -5.3934], [2.8424, -4.0852, -4.8551], [2.7723, -2.0500, -6.2125], [4.4664, -2.0501, -4.2793], [6.4102, -2.0304, -3.6124], [5.3857, -3.3040, -3.0892], [5.8550, -4.7240, -4.8026], [6.9748, -3.5686, -5.6432], [-0.2794, -3.4018, -4.1522], [-1.8007, -3.3779, -3.9064], [-1.9747, -3.8906, -2.5399], [-0.5815, -3.9572, -1.6198], [-0.3876, -5.3762, -1.1459], [-0.5487, -2.7864, -0.7128], [0.3984, -3.5883, -2.9090], [0.0722, -2.4892, -4.6334], [0.0671, -4.1471, -4.8681], [-2.4443, -3.9995, -4.5289], [-2.1546, -2.3476, -3.9413], [4.5210, -8.9757, -4.7679], [4.4230, -7.1927, -4.8577], [3.4416, -9.5532, -3.4881], [4.2007, -9.3855, -5.7259], [5.5242, -9.3074, -4.5001]],
  "lowdin_charge": [0.462, 0.553, -0.438, -0.384, -0.488, -0.372, -0.579, 0.050, 0.046, 0.063, 0.007, -0.163, -0.158, -0.220, 0.750, -0.288, -0.213, -0.196, 0.128, 0.120, 0.079, 0.127, -0.201, -0.125, -0.244, 0.782, -0.247, -0.268, -0.241, 0.118, 0.085, 0.126, 0.114, -0.928, 0.559, 0.515, 0.036, 0.035]
}

{
  "formula": "C17H13F25O6PS",
  "method": "the ωB97M-V functional and the def2-TZVPD basis",
  "orbital_gap_ev": 6.654,
  "lumo_energy_ev": 1.441,
  "homo_energy_ha": -0.192,
  "e_tot_ha": -4342.92432,
  "max_force_ev_per_a": 9.46,
  "charge": -1,
  "elements": ["O", "C", "C", "C", "P", "O", "S", "O", "O", "C", "F", "F", "C", "F", "F", "C", "F", "F", "C", "F", "F", "F", "H", "H", "H", "H", "H", "C", "C", "C", "F", "F", "F", "F", "O", "C", "C", "F", "F", "F", "F", "H", "H", "H", "H", "C", "C", "C", "F", "F", "F", "F", "O", "C", "C", "F", "F", "F", "F", "H", "H", "H", "H"],
  "xyz": [[-5.2920, 1.8985, -3.2933], [-4.6837, 2.7956, -2.5142], [-3.3013, 2.4886, -1.6242], [-2.1710, 1.7180, -2.5173], [-2.5889, -0.1833, -2.4404], [-1.9358, -0.9471, -3.6987], [-0.4197, 1.9488, -1.8087], [0.5068, 1.7931, -3.0831], [-0.0626, 0.7297, -0.9262], [-0.0546, 3.6223, -1.1298], [-0.7244, 4.6278, -2.0391], [1.4211, 3.8961, -1.3087], [-0.4585, 3.9982, 0.3766], [0.6774, 4.8246, 0.9400], [-1.6484, 4.9263, 0.4717], [-0.7187, 2.8100, 1.4530], [-1.1716, 3.5099, 2.7178], [-1.8644, 1.8964, 1.1286], [0.6460, 1.9887, 1.9317], [1.7789, 2.1013, 0.9878], [0.2618, 0.5620, 2.2355], [1.1130, 2.5468, 3.2502], [-5.1209, 3.9057, -2.4804], [-3.6523, 1.7307, -0.7722], [-2.9667, 3.5292, -1.2091], [-4.0443, -0.3736, -2.4917], [-2.1695, -0.7941, -1.1915], [4.2592, -1.7268, -5.0534], [5.4603, -0.8067, -5.3172], [6.6417, -1.0078, -4.3747], [6.3208, -0.7526, -3.0866], [7.6549, -0.1562, -4.6902], [5.0413, 0.4872, -5.3162], [5.8864, -1.0559, -6.5957], [3.1940, -1.1620, -4.2847], [3.3517, -1.2433, -2.8688], [3.4333, 0.1345, -2.2023], [4.4845, 0.8551, -2.6726], [3.6138, 0.0199, -0.8593], [4.4127, -2.0342, -2.5812], [2.2556, -1.9103, -2.4142], [3.8059, -1.9326, -6.0308], [4.5584, -2.7131, -4.6795], [7.0349, -2.0270, -4.4423], [2.5237, 0.7138, -2.3799], [-1.5447, -3.3318, 4.1651], [-2.6014, -2.6310, 3.2984], [-2.6579, -1.1156, 3.4557], [-2.9780, -0.7411, 4.7146], [-3.6153, -0.5866, 2.6465], [-3.8161, -3.1979, 3.5283], [-2.3033, -2.9140, 1.9910], [-2.0161, -3.9036, 5.3880], [-2.0851, -3.0069, 6.4958], [-3.5142, -2.8190, 7.0171], [-4.3341, -2.3185, 6.0566], [-3.5471, -1.9364, 8.0512], [-1.4846, -1.8392, 6.1647], [-1.3101, -3.5621, 7.4675], [-1.1893, -4.1923, 3.5851], [-0.6493, -2.7174, 4.3164], [-1.7042, -0.6521, 3.1843], [-3.9379, -3.7668, 7.3588]],
  "lowdin_charge": [-0.111, -0.142, -0.272, -0.405, 0.705, -0.557, 0.764, -0.394, -0.425, -0.264, -0.012, -0.009, -0.109, 0.020, 0.016, -0.074, 0.008, 0.022, -0.120, 0.061, 0.019, 0.021, 0.124, 0.102, 0.087, 0.016, -0.005, -0.060, -0.433, -0.295, 0.086, 0.083, 0.129, 0.093, 0.044, -0.467, -0.260, 0.081, 0.085, 0.110, 0.145, 0.150, 0.143, 0.171, 0.145, -0.052, -0.428, -0.289, 0.083, 0.091, 0.121, 0.107, 0.028, -0.479, -0.266, 0.089, 0.090, 0.124, 0.132, 0.151, 0.148, 0.159, 0.174]
}

{
  "formula": "C27H26N6O2PtS",
  "method": "the ωB97M-V functional and the def2-TZVPD basis",
  "orbital_gap_ev": 6.438,
  "lumo_energy_ev": -7.599,
  "homo_energy_ha": -0.516,
  "e_tot_ha": -2040.45618,
  "max_force_ev_per_a": 4.68,
  "charge": 2,
  "elements": ["Pt", "C", "O", "C", "N", "C", "C", "C", "C", "C", "C", "C", "C", "C", "C", "C", "C", "N", "C", "N", "C", "C", "O", "C", "C", "C", "C", "C", "C", "H", "H", "H", "H", "H", "H", "H", "H", "H", "H", "H", "H", "H", "H", "H", "H", "H", "H", "H", "C", "C", "C", "N", "N", "C", "N", "S", "H", "H", "H", "H", "H", "H", "H"],
  "xyz": [[0.4318, 0.5895, 0.2760], [2.1710, -3.5758, -0.8094], [2.8831, -2.9983, 0.2943], [2.4716, -1.7539, 0.4112], [1.6341, -1.3194, -0.4582], [1.3039, -2.4017, -1.3588], [-0.1799, -2.7010, -1.3925], [-1.0963, -1.9881, -0.6289], [-2.4415, -2.2944, -0.6803], [-2.8891, -3.3245, -1.4964], [-1.9824, -4.0367, -2.2674], [-0.6364, -3.7286, -2.2168], [2.8989, -0.8779, 1.5082], [4.0532, -1.0236, 2.2695], [4.3141, -0.0802, 3.2563], [3.4081, 0.9473, 3.4935], [2.2554, 0.9930, 2.7163], [2.0336, 0.1074, 1.7447], [1.1435, 1.9358, 2.8877], [0.2514, 2.0921, 1.9703], [-0.7458, 3.0302, 2.4591], [-0.2606, 3.3017, 3.9132], [0.9891, 2.6068, 4.0047], [-2.1681, 2.5192, 2.4162], [-2.5047, 1.2924, 1.8610], [-3.8117, 0.8417, 1.9228], [-4.7921, 1.6175, 2.5255], [-4.4673, 2.8635, 3.0424], [-3.1616, 3.3125, 2.9895], [1.5632, -4.4039, -0.4346], [2.8937, -3.9565, -1.5336], [1.6163, -2.1268, -2.3728], [-0.7554, -1.1673, 0.0261], [-3.1435, -1.7366, -0.0824], [-3.9399, -3.5593, -1.5369], [-2.3303, -4.8321, -2.9081], [0.0673, -4.2841, -2.8185], [4.7173, -1.8516, 2.0836], [5.2146, -0.1493, 3.8467], [3.5813, 1.6904, 4.2575], [-0.6866, 3.9433, 1.8516], [-0.9386, 2.8787, 4.6609], [-0.0948, 4.3574, 4.1263], [-1.7314, 0.6764, 1.3829], [-4.0739, -0.1209, 1.5156], [-5.8062, 1.2562, 2.5860], [-5.2291, 3.4798, 3.4928], [-2.9055, 4.2785, 3.3981], [1.2942, -1.2098, -5.3543], [-0.0004, -0.4749, -4.9841], [0.1978, 0.4190, -3.8257], [-0.1106, 0.1828, -2.6084], [0.2011, 1.1533, -1.7508], [0.7967, 2.1998, -2.3188], [1.2147, 3.2621, -1.6294], [0.9732, 2.0057, -4.0265], [1.1820, -1.6405, -6.3438], [1.5083, -2.0100, -4.6514], [2.1406, -0.5274, -5.3718], [-0.7876, -1.1923, -4.7523], [-0.3103, 0.1284, -5.8382], [1.0104, 3.3035, -0.6419], [1.5658, 4.0814, -2.0974]],
  "lowdin_charge": [1.155, -0.019, 0.087, -0.287, 0.085, -0.230, -0.205, -0.078, -0.054, -0.053, -0.053, -0.032, -0.136, 0.074, 0.029, 0.072, -0.144, 0.058, -0.292, 0.035, -0.225, -0.026, 0.087, -0.196, -0.050, -0.060, -0.053, -0.048, -0.032, 0.148, 0.146, 0.137, 0.030, 0.094, 0.114, 0.116, 0.123, 0.142, 0.136, 0.142, 0.162, 0.150, 0.146, 0.050, 0.097, 0.115, 0.117, 0.124, -0.073, -0.219, -0.543, 0.020, -0.188, -0.668, 0.127, 1.172, 0.087, 0.060, 0.074, 0.125, 0.118, 0.087, 0.122]
}

{
  "formula": "C3H9NO3S",
  "method": "the ωB97M-V functional and the def2-TZVPD basis",
  "orbital_gap_ev": 9.693,
  "lumo_energy_ev": 0.492,
  "homo_energy_ha": -0.338,
  "e_tot_ha": -798.36577,
  "smiles": "O=C(O)NCCS.O",
  "max_force_ev_per_a": 2.11,
  "elements": ["C", "C", "S", "N", "C", "O", "O", "H", "H", "H", "H", "H", "H", "H", "H", "H", "O"],
  "xyz": [[1.3973, -0.6207, -0.1764], [0.9274, -1.1226, -1.5284], [-0.2020, -2.5941, -1.4632], [0.7301, 0.7164, 0.0068], [0.5271, 1.0840, 1.3307], [-0.2744, 2.2144, 1.3315], [0.8949, 0.5329, 2.3192], [2.4307, -0.3349, -0.1119], [1.1697, -1.3450, 0.6006], [0.5051, -0.3998, -2.2185], [1.7431, -1.5983, -2.0702], [-1.2957, -1.9989, -1.9779], [-0.1580, 0.7457, -0.4790], [0.2792, 3.0019, 1.3856], [-2.4608, 1.1786, 0.7976], [-3.5720, 0.2846, 1.2479], [-2.6417, 0.2557, 1.0059]],
  "lowdin_charge": [-0.228, -0.524, 0.685, 0.058, -0.597, 0.051, 0.142, 0.112, 0.102, 0.071, 0.048, -0.157, 0.117, 0.115, 0.019, 0.038, -0.053]
}

Q: Number 4 is which compound?
A: C3H9NO3S